No. 1
DFT (ωB97M-V with the def2-TZVPD basis set) results for a molecular structure, C15H23Cl2N5O2Pt.

The value obtained for the total energy is -2047.6874 hartree. The value obtained for the HOMO energy (alpha / beta) is -21.139 / -21.270 eV. The gap between HOMO and LUMO (alpha / beta) comes out at 9.79 / 5.70 eV. Its expectation value of S² is 6.023.

```
! wB97M-V def2-TZVPD RIJCOSX def2/J DEFGRID3
* xyz 4 5
Pt -1.667 -0.481 -0.805
Cl -3.657 -1.031 0.719
C -3.033 -2.690 0.993
Cl -1.370 -2.771 0.321
H -3.658 -3.392 0.453
H -2.991 -2.877 2.060
C -4.020 -1.923 -7.013
N -3.464 -1.498 -5.760
C -3.581 -2.211 -4.510
C -2.818 -1.276 -3.581
O -2.669 -1.524 -2.379
N -2.361 -0.197 -4.238
C -2.728 -0.296 -5.505
N -2.487 0.558 -6.455
H -4.347 -2.958 -6.946
H -3.285 -1.794 -7.816
H -4.891 -1.284 -7.246
H -3.135 -3.210 -4.592
H -4.636 -2.335 -4.234
H -1.963 1.401 -6.242
H -2.802 0.443 -7.411
C 2.885 -0.055 5.479
C 2.602 1.252 4.702
N 3.320 1.220 3.440
C 4.742 1.550 3.483
C 5.744 0.754 2.656
C 2.691 0.776 2.228
O 3.310 0.111 1.450
C 1.271 1.192 1.911
C 0.702 2.412 2.258
C -0.561 2.733 1.781
C -1.213 1.843 0.958
N -0.651 0.669 0.590
C 0.564 0.349 1.056
H 2.366 0.018 6.433
H 3.949 -0.179 5.673
H 2.514 -0.925 4.939
H 2.973 2.106 5.273
H 1.535 1.357 4.528
H 5.011 1.561 4.540
H 4.763 2.614 3.170
H 5.623 -0.316 2.813
H 6.726 1.050 3.024
H 5.698 0.970 1.593
H 1.229 3.131 2.874
H -1.033 3.673 2.034
H -2.199 2.065 0.571
H 1.002 -0.586 0.731
*
```



No. 2
DFT (ωB97M-V with the def2-TZVPD basis set) results for a molecular structure, C15H23CoN6O2.

The value obtained for the total energy is -2446.5819 hartree. The value obtained for the HOMO energy (alpha / beta) is -15.503 / -16.096 eV. The gap between HOMO and LUMO (alpha / beta) comes out at 8.74 / 8.08 eV. Its expectation value of S² is 6.011.

```
! wB97M-V def2-TZVPD RIJCOSX def2/J DEFGRID3
* xyz 2 5
Co -0.168 -0.032 0.386
C 3.333 -2.554 -0.387
C 2.243 -1.547 -0.274
N 1.251 -1.552 0.524
C 0.801 -2.607 1.412
C -0.615 -2.990 0.950
N -1.402 -1.823 0.447
C -2.641 -1.493 1.184
C -2.340 -0.578 2.355
N -1.524 0.585 1.933
C -2.272 1.777 1.433
C -2.395 1.854 -0.096
N -1.119 1.477 -0.669
C -0.497 2.014 -1.647
C -0.984 3.146 -2.482
C 0.841 1.365 -1.950
C 1.731 1.720 -2.950
C 2.912 0.988 -3.061
C 3.174 -0.078 -2.207
C 2.225 -0.380 -1.241
N 1.120 0.346 -1.146
H 3.209 -3.385 0.300
H 4.288 -2.071 -0.164
H 3.394 -2.937 -1.407
H 0.785 -2.190 2.422
H 1.435 -3.493 1.427
H -1.153 -3.488 1.758
H -0.530 -3.709 0.135
H -1.669 -2.036 -0.506
H -3.153 -2.391 1.537
H -3.315 -1.002 0.481
H -1.763 -1.120 3.107
H -3.269 -0.258 2.830
H -1.013 0.902 2.750
H -1.723 2.654 1.779
H -3.266 1.822 1.883
H -2.726 2.857 -0.371
H -3.146 1.152 -0.466
H -1.518 2.747 -3.349
H -0.164 3.757 -2.851
H -1.670 3.786 -1.933
H 1.529 2.533 -3.633
H 3.628 1.248 -3.829
H 4.086 -0.649 -2.302
O 0.682 2.462 3.278
N 1.611 2.036 2.691
O 1.756 1.137 1.919
*
```



No. 3
DFT (ωB97M-V with the def2-TZVPD basis set) results for a molecular structure, C15H23IN5V.

The value obtained for the total energy is -2100.6732 hartree. The value obtained for the HOMO energy (alpha / beta) is -10.669 / -11.430 eV. The gap between HOMO and LUMO (alpha / beta) comes out at 8.12 / 8.77 eV. Its expectation value of S² is 3.764.

```
! wB97M-V def2-TZVPD RIJCOSX def2/J DEFGRID3
* xyz 1 4
V -0.622 0.125 -1.200
N -1.450 1.943 -0.235
C -2.173 1.758 1.055
C -2.117 2.929 2.024
C -0.875 3.067 2.896
C 0.382 3.574 2.209
N 0.945 2.575 1.287
H -0.637 2.528 -0.031
H -2.040 2.456 -0.884
H -1.791 0.842 1.515
H -3.212 1.550 0.803
H -2.983 2.819 2.683
H -2.287 3.865 1.479
H -0.668 2.113 3.397
H -1.103 3.771 3.699
H 1.098 3.891 2.975
H 0.145 4.466 1.622
H 1.225 1.748 1.808
H 1.800 2.934 0.872
N 0.052 -2.409 0.039
C -0.016 -2.719 -1.337
C -0.133 -4.023 -1.800
C -0.114 -4.231 -3.162
C 0.051 -3.147 -4.020
C 0.118 -1.889 -3.469
N 0.050 -1.667 -2.144
C 1.212 -1.755 0.525
C 1.966 -2.330 1.544
C 3.130 -1.698 1.927
C 3.523 -0.535 1.274
C 2.691 -0.027 0.300
N 1.530 -0.599 -0.047
H -0.213 -3.195 0.617
H -0.225 -4.842 -1.101
H -0.204 -5.235 -3.556
H 0.105 -3.271 -5.091
H 0.196 -1.006 -4.089
H 1.656 -3.262 1.997
H 3.743 -2.125 2.709
H 4.446 -0.031 1.519
H 2.942 0.891 -0.216
I -3.224 -0.997 -1.288
C -2.077 0.289 -2.678
H -2.100 -0.285 -3.604
H -2.742 1.143 -2.822
*
```